The following is a DFT calculation (ωB97M-V/def2-TZVPD) of a molecular structure, C32H39Cl3F9HgN5O6P3S in a non-equilibrium geometry.

Element x y z (Å)
Hg: -17.766 -8.943 -11.026
C: -16.846 -13.298 -6.949
N: -17.101 -12.594 -8.216
C: -16.599 -13.302 -9.386
P: -17.379 -11.004 -8.280
O: -17.171 -10.460 -9.644
O: -16.189 -10.298 -7.369
P: -15.592 -8.860 -7.772
O: -16.643 -7.952 -8.273
N: -14.831 -8.236 -6.458
C: -13.665 -8.867 -5.930
C: -15.482 -7.374 -5.513
N: -14.397 -9.281 -8.817
C: -13.549 -8.262 -9.428
C: -13.994 -10.606 -9.179
N: -18.700 -10.644 -7.323
C: -18.632 -9.705 -6.202
C: -19.970 -11.337 -7.539
H: -17.494 -14.203 -6.998
H: -17.146 -12.726 -6.077
H: -15.820 -13.620 -6.777
H: -17.398 -13.926 -9.803
H: -15.745 -13.878 -9.074
H: -16.335 -12.580 -10.191
H: -13.169 -9.382 -6.747
H: -13.886 -9.614 -5.127
H: -12.944 -8.133 -5.560
H: -16.424 -6.990 -5.944
H: -14.841 -6.508 -5.274
H: -15.745 -7.908 -4.594
H: -13.919 -7.277 -9.223
H: -13.586 -8.359 -10.524
H: -12.547 -8.292 -9.037
H: -14.538 -11.405 -8.596
H: -12.909 -10.745 -9.067
H: -14.237 -10.714 -10.252
H: -17.987 -10.077 -5.373
H: -19.633 -9.571 -5.763
H: -18.250 -8.728 -6.507
H: -19.809 -12.211 -8.185
H: -20.700 -10.739 -8.080
H: -20.357 -11.742 -6.626
Cl: -17.334 -14.029 -13.258
C: -18.112 -12.551 -13.519
Cl: -19.620 -12.607 -14.132
Cl: -19.586 -13.004 -10.800
C: -17.491 -11.341 -13.219
N: -16.960 -10.345 -13.041
F: -13.638 -2.341 -8.115
C: -13.853 -2.263 -9.431
F: -14.429 -1.075 -9.683
F: -12.686 -2.234 -9.992
C: -14.748 -3.414 -9.863
C: -15.507 -4.055 -8.909
C: -16.511 -4.937 -9.301
C: -16.702 -5.221 -10.661
C: -15.911 -4.593 -11.597
C: -14.946 -3.691 -11.212
P: -18.027 -6.447 -11.050
C: -19.225 -5.992 -9.812
C: -19.447 -6.829 -8.721
C: -20.278 -6.418 -7.684
C: -20.962 -5.189 -7.809
C: -20.736 -4.323 -8.909
C: -19.858 -4.762 -9.894
C: -22.038 -4.726 -6.839
F: -22.091 -3.383 -6.820
F: -23.249 -5.159 -7.185
F: -21.768 -5.129 -5.579
C: -18.535 -6.076 -12.787
C: -19.596 -5.252 -13.195
C: -19.821 -4.992 -14.530
C: -19.048 -5.677 -15.487
C: -18.037 -6.529 -15.102
C: -17.784 -6.706 -13.758
C: -19.205 -5.357 -16.982
F: -18.177 -4.705 -17.478
F: -19.340 -6.537 -17.685
F: -20.285 -4.608 -17.218
H: -15.380 -3.911 -7.853
H: -17.157 -5.440 -8.587
H: -16.089 -4.740 -12.669
H: -14.289 -3.227 -11.926
H: -18.986 -7.803 -8.661
H: -20.445 -7.040 -6.847
H: -21.221 -3.374 -8.981
H: -19.562 -4.050 -10.667
H: -20.194 -4.766 -12.457
H: -20.645 -4.409 -14.872
H: -17.398 -7.074 -15.838
H: -17.019 -7.428 -13.472
C: -22.198 -9.997 -11.843
S: -20.845 -8.937 -11.542
O: -20.043 -9.549 -10.401
O: -21.365 -7.655 -11.158
O: -20.171 -8.940 -12.842
H: -23.043 -9.706 -11.216
H: -21.977 -11.035 -11.612
H: -22.472 -9.822 -12.883

Calculated values
Expectation value of S²: 0.76
HOMO-LUMO gap (spin up / spin down) (eV): 6.6 / 5.9
E_HOMO (spin up / spin down) (hartree): -0.272 / -0.272
2S+1: 2
Energy relative to the best compared isomer or geometry (same formula, charge and spin) (kJ/mol): 83.2

Here is what Mulliken gives for the atomic charges, in e: atom 1 (Hg): 4.06, atom 2 (C): -1.10, atom 3 (N): 0.80, atom 4 (C): -0.84, atom 5 (P): -1.10, atom 6 (O): -1.11, atom 7 (O): -0.40, atom 8 (P): -1.91, atom 9 (O): 0.85, atom 10 (N): 0.58, atom 11 (C): -1.11, atom 12 (C): -0.86, atom 13 (N): 1.04, atom 14 (C): -1.18, atom 15 (C): -0.86, atom 16 (N): 0.83, atom 17 (C): -0.61, atom 18 (C): -1.10, atom 19 (H): 0.41, atom 20 (H): 0.26, atom 21 (H): 0.35, atom 22 (H): 0.35, atom 23 (H): 0.34, atom 24 (H): 0.07, atom 25 (H): 0.24, atom 26 (H): 0.26, atom 27 (H): 0.35, atom 28 (H): 0.10, atom 29 (H): 0.32, atom 30 (H): 0.31, atom 31 (H): 0.30, atom 32 (H): 0.30, atom 33 (H): 0.31, atom 34 (H): 0.09, atom 35 (H): 0.42, atom 36 (H): 0.19, atom 37 (H): 0.16, atom 38 (H): 0.44, atom 39 (H): -0.07, atom 40 (H): 0.28, atom 41 (H): 0.16, atom 42 (H): 0.49, atom 43 (Cl): -0.11, atom 44 (C): 0.38, atom 45 (Cl): -0.07, atom 46 (Cl): -0.67, atom 47 (C): 0.18, atom 48 (N): -0.51, atom 49 (F): -0.29, atom 50 (C): 0.76, atom 51 (F): -0.26, atom 52 (F): -0.27, atom 53 (C): 0.05, atom 54 (C): -0.69, atom 55 (C): -0.21, atom 56 (C): 0.81, atom 57 (C): -0.50, atom 58 (C): -1.02, atom 59 (P): -0.01, atom 60 (C): 0.23, atom 61 (C): 1.16, atom 62 (C): -1.23, atom 63 (C): 0.18, atom 64 (C): -1.64, atom 65 (C): -0.33, atom 66 (C): 0.87, atom 67 (F): -0.28, atom 68 (F): -0.25, atom 69 (F): -0.28, atom 70 (C): 0.93, atom 71 (C): -0.56, atom 72 (C): -1.07, atom 73 (C): 0.31, atom 74 (C): -1.04, atom 75 (C): -0.28, atom 76 (C): 0.70, atom 77 (F): -0.24, atom 78 (F): -0.27, atom 79 (F): -0.28, atom 80 (H): 0.50, atom 81 (H): -0.07, atom 82 (H): 0.40, atom 83 (H): 0.47, atom 84 (H): -0.18, atom 85 (H): 0.74, atom 86 (H): 0.51, atom 87 (H): 0.53, atom 88 (H): 0.53, atom 89 (H): 0.51, atom 90 (H): 0.34, atom 91 (H): 0.38, atom 92 (C): -1.22, atom 93 (S): 1.03, atom 94 (O): -0.67, atom 95 (O): -0.73, atom 96 (O): -0.62, atom 97 (H): 0.33, atom 98 (H): 0.27, atom 99 (H): 0.36


The following is a DFT calculation (ωB97M-V/def2-TZVPD) of a molecular structure, C19H39AlCl2MgN5O16 in a non-equilibrium geometry.

Element x y z (Å)
C: 0.889 4.204 -2.607
C: 1.391 3.312 -1.939
C: 1.786 2.040 -1.115
N: 1.813 0.953 -2.153
C: 2.506 -0.089 -1.382
N: 2.240 -1.357 -1.752
N: 3.299 0.401 -0.352
C: 4.644 -0.289 -0.376
C: 5.144 -0.550 1.127
O: 4.444 0.381 1.941
C: 4.007 -0.183 3.181
C: 2.878 -1.292 3.026
C: 3.285 1.895 -0.619
N: 3.345 2.849 0.484
H: 0.257 4.801 -3.290
H: 1.035 1.726 -0.344
H: 2.624 1.299 -2.741
H: 2.460 -1.626 -2.711
H: 1.771 -2.046 -1.166
H: 5.405 0.372 -0.877
H: 4.611 -1.253 -0.938
H: 6.250 -0.342 1.145
H: 5.022 -1.620 1.425
H: 4.861 -0.534 3.812
H: 3.528 0.662 3.749
H: 2.607 -1.364 1.943
H: 1.966 -1.070 3.632
H: 3.356 -2.261 3.339
H: 4.100 2.182 -1.311
H: 4.312 2.800 0.853
H: 2.693 2.616 1.236
O: -1.201 -0.591 -1.050
Cl: -1.734 0.436 -1.886
O: -3.169 0.423 -1.833
O: -1.300 0.204 -3.270
O: -1.254 1.725 -1.443
O: 6.464 2.499 0.484
H: 5.935 1.742 0.739
C: -3.283 8.373 -1.732
C: -3.316 7.463 -2.940
C: -3.557 6.017 -2.598
O: -2.886 5.335 -3.665
C: -1.874 6.163 -4.076
O: -0.977 5.817 -4.774
O: -2.031 7.408 -3.576
H: -2.362 8.234 -1.163
H: -3.302 9.417 -2.046
H: -4.139 8.198 -1.078
H: -4.044 7.828 -3.670
H: -4.618 5.767 -2.582
H: -3.105 5.716 -1.648
Al: -2.891 2.623 -2.938
Cl: 3.492 3.133 -3.156
C: -0.805 -2.884 3.320
O: 0.111 -2.732 4.386
H: -0.468 -2.279 2.479
H: -0.851 -3.940 3.014
H: -1.798 -2.548 3.634
H: -0.209 -3.277 5.120
C: 1.456 -5.766 4.765
N: 1.468 -6.132 6.205
O: 2.088 -7.123 6.527
O: 0.848 -5.403 6.957
H: 2.042 -6.494 4.212
H: 0.418 -5.772 4.437
H: 1.891 -4.772 4.676
C: -4.779 -4.088 -3.271
C: -4.607 -3.171 -2.071
C: -5.925 -2.525 -1.676
O: -3.650 -2.150 -2.381
H: -5.135 -3.528 -4.141
H: -3.823 -4.537 -3.551
H: -5.490 -4.888 -3.058
H: -4.209 -3.739 -1.229
H: -6.318 -1.912 -2.493
H: -5.785 -1.861 -0.820
H: -6.670 -3.278 -1.415
H: -3.993 -1.641 -3.126
C: -2.265 -5.675 4.502
O: -2.304 -4.774 5.328
O: -3.016 -6.671 4.480
O: -1.457 -5.745 3.538
Mg: -0.127 -1.286 -3.613

Calculated values
Net charge: +1
HOMO-LUMO gap (eV): 1.5
E_HOMO (hartree): -0.331

Here is what Mulliken gives for the atomic charges, in e: atom 1 (C): 1.02, atom 2 (C): -2.10, atom 3 (C): -1.00, atom 4 (N): -0.19, atom 5 (C): -0.55, atom 6 (N): -0.13, atom 7 (N): 0.90, atom 8 (C): -0.58, atom 9 (C): -1.00, atom 10 (O): -0.26, atom 11 (C): -0.58, atom 12 (C): -0.41, atom 13 (C): 0.01, atom 14 (N): -0.39, atom 15 (H): 0.19, atom 16 (H): 0.92, atom 17 (H): 0.34, atom 18 (H): 0.40, atom 19 (H): 0.26, atom 20 (H): 0.40, atom 21 (H): 0.54, atom 22 (H): 0.42, atom 23 (H): 0.43, atom 24 (H): 0.27, atom 25 (H): 0.30, atom 26 (H): -0.05, atom 27 (H): 0.28, atom 28 (H): 0.26, atom 29 (H): 0.48, atom 30 (H): 0.39, atom 31 (H): 0.27, atom 32 (O): -0.61, atom 33 (Cl): 2.09, atom 34 (O): -0.55, atom 35 (O): -0.57, atom 36 (O): -0.58, atom 37 (O): -0.76, atom 38 (H): 0.27, atom 39 (C): -1.44, atom 40 (C): 0.38, atom 41 (C): -0.59, atom 42 (O): -0.10, atom 43 (C): 0.54, atom 44 (O): -0.55, atom 45 (O): -0.32, atom 46 (H): 0.37, atom 47 (H): 0.36, atom 48 (H): 0.37, atom 49 (H): 0.30, atom 50 (H): 0.35, atom 51 (H): 0.39, atom 52 (Al): 0.49, atom 53 (Cl): -0.43, atom 54 (C): -0.34, atom 55 (O): -0.46, atom 56 (H): 0.10, atom 57 (H): 0.24, atom 58 (H): 0.31, atom 59 (H): 0.30, atom 60 (C): -0.37, atom 61 (N): 0.96, atom 62 (O): -0.55, atom 63 (O): -0.54, atom 64 (H): 0.32, atom 65 (H): 0.00, atom 66 (H): 0.24, atom 67 (C): -1.26, atom 68 (C): 0.26, atom 69 (C): -1.26, atom 70 (O): -0.41, atom 71 (H): 0.33, atom 72 (H): 0.31, atom 73 (H): 0.40, atom 74 (H): 0.27, atom 75 (H): 0.33, atom 76 (H): 0.29, atom 77 (H): 0.41, atom 78 (H): 0.30, atom 79 (C): 0.93, atom 80 (O): -0.37, atom 81 (O): -0.30, atom 82 (O): -0.43, atom 83 (Mg): 0.72


The following is a DFT calculation (ωB97M-V/def2-TZVPD) of 8 unconnected molecules or ions with the total composition C40H98N6O10 in a non-equilibrium geometry.

Element x y z (Å)
C: 4.213 0.714 4.904
C: 2.836 1.420 5.159
C: 2.254 2.211 3.919
N: 0.927 2.991 4.135
C: 0.638 3.755 2.790
C: 1.603 4.907 2.522
C: 1.518 5.858 3.709
C: 1.681 5.194 5.136
C: 0.861 3.951 5.348
C: -0.251 1.887 4.348
H: 4.463 0.217 5.841
H: 4.985 1.427 4.615
H: 4.228 -0.127 4.210
H: 2.943 2.138 5.971
H: 2.148 0.628 5.455
H: 2.010 1.531 3.102
H: 2.932 2.987 3.565
H: 0.472 2.978 2.043
H: -0.333 4.205 2.999
H: 2.622 4.535 2.418
H: 1.464 5.446 1.584
H: 2.257 6.658 3.664
H: 0.586 6.414 3.604
H: 2.710 5.080 5.476
H: 1.359 5.872 5.927
H: 1.081 3.452 6.292
H: -0.202 4.183 5.291
H: -0.132 1.243 3.477
H: -1.197 2.402 4.179
H: -0.100 1.263 5.228
C: 1.158 -2.166 2.965
C: 2.399 -2.729 2.179
C: 2.339 -2.271 0.817
N: 3.298 -3.081 -0.184
C: 2.876 -4.560 -0.282
C: 3.537 -5.259 -1.482
C: 3.181 -4.527 -2.806
C: 3.576 -3.082 -2.812
C: 3.009 -2.317 -1.543
C: 4.771 -2.837 0.287
H: 1.145 -2.341 4.041
H: 0.266 -2.663 2.586
H: 1.055 -1.108 2.721
H: 2.345 -3.817 2.167
H: 3.371 -2.521 2.624
H: 2.568 -1.206 0.783
H: 1.348 -2.407 0.383
H: 1.794 -4.529 -0.410
H: 3.117 -5.138 0.610
H: 3.206 -6.296 -1.538
H: 4.618 -5.302 -1.351
H: 2.100 -4.624 -2.915
H: 3.758 -4.974 -3.615
H: 3.279 -2.537 -3.708
H: 4.651 -2.907 -2.779
H: 1.965 -2.041 -1.690
H: 3.543 -1.372 -1.438
H: 4.903 -1.809 0.623
H: 5.461 -3.144 -0.499
H: 4.832 -3.476 1.169
C: -3.017 -5.175 -1.520
N: -2.898 -4.349 -0.220
C: -1.310 -4.122 0.095
C: -3.580 -2.973 -0.514
C: -3.629 -5.128 0.942
C: -2.860 -6.342 1.523
O: -2.979 -7.415 0.648
H: -2.700 -4.475 -2.294
H: -4.051 -5.517 -1.487
H: -2.376 -6.051 -1.418
H: -0.875 -5.120 0.144
H: -1.322 -3.472 0.970
H: -1.019 -3.492 -0.746
H: -4.622 -3.035 -0.827
H: -2.966 -2.448 -1.246
H: -3.525 -2.412 0.419
H: -4.640 -5.338 0.593
H: -3.750 -4.362 1.708
H: -3.400 -6.591 2.437
H: -1.842 -6.130 1.850
H: -3.892 -7.475 0.357
C: -2.023 0.083 -4.047
N: -1.378 -0.833 -5.109
C: 0.026 -1.226 -4.659
C: -2.236 -2.142 -5.163
C: -1.449 -0.242 -6.587
C: -0.667 1.095 -6.735
O: 0.729 0.803 -6.723
H: -3.038 0.253 -4.407
H: -1.471 1.014 -3.917
H: -2.022 -0.438 -3.089
H: 0.313 -1.861 -5.497
H: -0.077 -1.796 -3.736
H: 0.645 -0.339 -4.524
H: -1.851 -2.752 -5.980
H: -3.245 -1.783 -5.366
H: -2.183 -2.679 -4.216
H: -2.500 -0.081 -6.828
H: -1.241 -0.977 -7.365
H: -0.784 1.782 -5.897
H: -0.849 1.702 -7.622
H: 1.107 1.685 -6.684
C: 0.166 4.271 -3.965
N: 0.945 3.853 -2.671
C: -0.117 3.815 -1.573
C: 1.536 2.386 -2.941
C: 2.070 4.814 -2.337
C: 1.632 6.326 -2.074
O: 2.806 6.824 -1.400
H: -0.535 3.473 -4.209
H: 0.813 4.502 -4.812
H: -0.423 5.134 -3.656
H: -0.974 3.253 -1.943
H: -0.561 4.786 -1.353
H: 0.347 3.337 -0.711
H: 0.700 1.723 -3.165
H: 1.943 2.003 -2.005
H: 2.233 2.524 -3.766
H: 2.769 4.851 -3.173
H: 2.513 4.419 -1.423
H: 0.781 6.509 -1.419
H: 1.521 6.884 -3.004
H: 2.574 7.289 -0.593
C: -3.873 0.664 0.275
N: -4.263 0.887 1.744
C: -3.223 0.134 2.618
C: -4.148 2.353 2.101
C: -5.744 0.458 1.986
C: -6.016 -1.069 1.740
O: -5.306 -2.027 2.465
H: -4.570 1.339 -0.223
H: -4.043 -0.356 -0.068
H: -2.850 1.024 0.172
H: -3.531 0.337 3.644
H: -2.205 0.389 2.325
H: -3.400 -0.930 2.464
H: -3.079 2.568 2.100
H: -4.608 2.582 3.062
H: -4.610 2.845 1.246
H: -6.344 1.143 1.386
H: -5.916 0.820 3.000
H: -5.784 -1.400 0.728
H: -7.079 -1.220 1.929
H: -5.795 -2.418 3.193
O: -0.009 0.550 0.885
C: -0.431 -0.281 -0.051
O: 0.059 -0.266 -1.171
O: -1.313 -1.095 0.269
H: 0.805 0.904 0.519
O: 4.340 3.153 1.217
C: 3.669 2.010 0.874
O: 4.328 0.951 0.886
O: 2.437 2.079 0.553
H: 5.168 2.669 1.242

Calculated values
Net charge: +4
HOMO-LUMO gap (eV): 8.0
E_HOMO (hartree): -0.587
Energy relative to the best compared isomer or geometry (same formula, charge and spin) (kJ/mol): 481.7

Mulliken atomic charge list, values in e, 99 entries: atom 1 (C): -1.27, atom 2 (C): -0.63, atom 3 (C): 0.30, atom 4 (N): 0.20, atom 5 (C): -0.20, atom 6 (C): 0.02, atom 7 (C): -0.96, atom 8 (C): -0.83, atom 9 (C): -0.69, atom 10 (C): -0.95, atom 11 (H): 0.47, atom 12 (H): 0.39, atom 13 (H): 0.14, atom 14 (H): 0.25, atom 15 (H): 0.30, atom 16 (H): -0.46, atom 17 (H): 0.45, atom 18 (H): -0.42, atom 19 (H): 0.66, atom 20 (H): 0.05, atom 21 (H): 0.19, atom 22 (H): 0.42, atom 23 (H): 0.38, atom 24 (H): 0.37, atom 25 (H): 0.53, atom 26 (H): 0.52, atom 27 (H): 0.49, atom 28 (H): 0.11, atom 29 (H): 0.46, atom 30 (H): 0.48, atom 31 (C): -0.75, atom 32 (C): -0.41, atom 33 (C): 0.83, atom 34 (N): 0.36, atom 35 (C): -0.12, atom 36 (C): -0.93, atom 37 (C): -0.59, atom 38 (C): -0.93, atom 39 (C): -0.25, atom 40 (C): -0.83, atom 41 (H): 0.57, atom 42 (H): -0.03, atom 43 (H): -0.04, atom 44 (H): 0.28, atom 45 (H): 0.32, atom 46 (H): 0.02, atom 47 (H): -0.77, atom 48 (H): -0.14, atom 49 (H): 0.50, atom 50 (H): 0.47, atom 51 (H): 0.39, atom 52 (H): 0.19, atom 53 (H): 0.43, atom 54 (H): 0.44, atom 55 (H): 0.42, atom 56 (H): 0.12, atom 57 (H): 0.33, atom 58 (H): 0.19, atom 59 (H): 0.41, atom 60 (H): 0.43, atom 61 (C): -0.74, atom 62 (N): 0.20, atom 63 (C): -1.25, atom 64 (C): -0.14, atom 65 (C): -0.40, atom 66 (C): -0.70, atom 67 (O): -0.49, atom 68 (H): 0.13, atom 69 (H): 0.40, atom 70 (H): 0.45, atom 71 (H): 0.89, atom 72 (H): 0.35, atom 73 (H): 0.12, atom 74 (H): 0.69, atom 75 (H): -0.15, atom 76 (H): -0.17, atom 77 (H): 0.64, atom 78 (H): 0.06, atom 79 (H): 0.40, atom 80 (H): 0.32, atom 81 (H): 0.37, atom 82 (C): -0.03, atom 83 (N): 0.12, atom 84 (C): -0.77, atom 85 (C): -1.13, atom 86 (C): -0.77, atom 87 (C): 0.04, atom 88 (O): -0.52, atom 89 (H): 0.50, atom 90 (H): -0.37, atom 91 (H): -0.06, atom 92 (H): 0.49, atom 93 (H): 0.20, atom 94 (H): 0.30, atom 95 (H): 0.42, atom 96 (H): 0.47, atom 97 (H): 0.38, atom 98 (H): 0.46, atom 99 (H): 0.48